(1)
{
  "formula": "C4H6N4",
  "method": "ωB97M-V with the def2-TZVPD basis set",
  "species": ["C", "N", "N", "C", "C", "N", "N", "C", "H", "H", "H", "H", "H", "H"],
  "positions_angstrom": [[0.49, -0.79, -1.63], [1.31, -1.62, -0.87], [1.20, -1.15, 0.56], [0.01, -0.26, 0.64], [-0.77, 0.59, 1.56], [-1.50, 1.36, 0.93], [-0.88, 1.46, -0.44], [0.25, 0.58, -0.67], [0.35, -1.01, -2.78], [1.02, -2.07, 1.20], [-0.88, -0.96, 0.24], [-0.68, 0.37, 2.75], [-1.81, 1.51, -1.13], [1.14, 1.19, -1.00]],
  "e_above_lowest_kcal_mol": 162.72,
  "smiles": "C1=NN[C@H]2C=NN[C@H]12"
}

---

(2)
{
  "formula": "C5H7ClS",
  "method": "ωB97M-V with the def2-TZVPD basis set",
  "species": ["C", "C", "C", "C", "C", "H", "H", "H", "H", "H", "H", "H", "S", "Cl"],
  "positions_angstrom": [[-1.27, 2.08, 0.16], [-0.26, 0.96, -0.06], [-0.40, -0.36, -0.06], [0.73, -1.25, 0.15], [1.15, 1.19, -0.27], [-1.26, 2.45, 1.44], [-1.21, 2.89, -0.63], [-2.16, 1.48, 0.26], [0.77, -1.77, 1.09], [0.52, -1.95, -0.77], [1.36, 1.54, -1.36], [1.66, 1.78, 0.55], [2.15, -0.35, 0.06], [-1.99, -0.97, -0.06]],
  "e_above_lowest_kcal_mol": 43.30
}

---

(3)
{
  "formula": "CH4ClO2P",
  "method": "ωB97M-V with the def2-TZVPD basis set",
  "species": ["C", "O", "O", "P", "Cl", "H", "H", "H", "H"],
  "positions_angstrom": [[-1.67, -1.14, 1.12], [0.50, 1.36, -1.33], [-1.06, -0.67, 0.21], [1.44, 1.54, -0.03], [3.23, 0.89, -1.02], [-2.85, -1.19, 1.11], [-1.00, -1.75, 1.87], [0.33, 0.50, -1.62], [1.63, 2.95, -0.24]],
  "e_above_lowest_kcal_mol": 0.00,
  "s2": 2.006,
  "spin_multiplicity": 3
}

---

(4)
{
  "formula": "C7H13N",
  "method": "ωB97M-V with the def2-TZVPD basis set",
  "species": ["C", "C", "C", "C", "N", "H", "H", "H", "H", "H", "H", "H", "C", "C", "C", "H", "H", "H", "H", "H", "H"],
  "positions_angstrom": [[1.85, -0.11, -0.58], [0.68, 0.78, -0.22], [-0.58, 0.75, -1.10], [-0.37, 0.65, -2.49], [0.88, 1.88, 0.42], [1.46, 1.84, 1.26], [-1.24, 1.56, -0.74], [2.62, 0.46, -1.10], [2.30, -0.53, 0.32], [1.59, -0.95, -1.23], [0.62, 0.69, -2.92], [-1.19, 0.43, -3.16], [-1.38, 0.06, 1.92], [-0.74, -0.81, 0.92], [-0.31, -2.05, 0.96], [-1.24, -0.28, -0.64], [-2.14, -0.49, 2.49], [-0.64, 0.51, 2.58], [-1.90, 0.89, 1.43], [0.56, -2.42, 0.43], [-0.84, -2.86, 1.46]],
  "e_above_lowest_kcal_mol": 156.77
}

---

(5)
{
  "formula": "C36H41As2N3O8RuS4",
  "method": "ωB97M-V with the def2-TZVPD basis set",
  "species": ["Ru", "C", "As", "C", "C", "C", "C", "C", "C", "C", "As", "C", "C", "H", "H", "H", "H", "H", "H", "H", "H", "H", "H", "H", "H", "H", "H", "H", "H", "C", "C", "C", "C", "C", "C", "C", "S", "O", "O", "N", "C", "C", "O", "O", "H", "H", "H", "H", "H", "H", "H", "H", "H", "S", "C", "N", "C", "C", "C", "C", "C", "C", "S", "H", "H", "H", "H", "C", "C", "C", "C", "C", "C", "C", "S", "O", "O", "N", "C", "C", "C", "O", "O", "H", "H", "H", "H", "H", "H", "H", "H", "H", "H", "H", "H"],
  "positions_angstrom": [[-1.25, 0.21, -0.51], [-0.53, 1.54, 3.27], [-1.48, 1.51, 1.57], [-2.03, 3.40, 1.45], [-3.26, 0.84, 2.09], [-3.59, 0.54, 3.40], [-4.87, 0.12, 3.75], [-5.84, 0.00, 2.77], [-5.52, 0.27, 1.45], [-4.24, 0.68, 1.10], [-3.75, 1.06, -0.76], [-4.76, 2.76, -0.93], [-4.94, 0.00, -1.87], [0.40, 2.08, 3.07], [-0.29, 0.52, 3.56], [-1.11, 2.05, 4.03], [-2.94, 3.58, 2.01], [-2.18, 3.64, 0.39], [-1.21, 4.02, 1.82], [-2.83, 0.63, 4.17], [-5.10, -0.11, 4.78], [-6.85, -0.30, 3.03], [-6.27, 0.16, 0.68], [-5.83, 2.54, -0.96], [-4.46, 3.24, -1.87], [-4.54, 3.43, -0.11], [-5.92, -0.11, -1.40], [-4.50, -0.98, -2.02], [-5.05, 0.51, -2.83], [2.07, -7.20, 1.94], [1.79, -5.75, 1.66], [1.55, -4.86, 2.71], [1.20, -3.55, 2.46], [1.09, -3.10, 1.15], [1.35, -3.97, 0.09], [1.70, -5.28, 0.36], [0.48, -1.45, 0.79], [0.35, -1.47, -0.68], [1.41, -0.49, 1.35], [-0.91, -1.29, 1.54], [-1.81, -2.41, 1.53], [-3.05, -2.17, 0.62], [-4.11, -2.68, 0.95], [-2.82, -1.49, -0.44], [2.61, -7.33, 2.88], [2.66, -7.65, 1.14], [1.13, -7.76, 2.02], [1.62, -5.21, 3.73], [1.00, -2.85, 3.26], [1.26, -3.60, -0.92], [1.90, -5.96, -0.47], [-2.19, -2.62, 2.53], [-1.35, -3.33, 1.14], [-1.63, 2.75, -2.81], [-1.35, 1.21, -3.42], [-1.47, 0.06, -2.77], [-1.17, -1.05, -3.54], [-1.19, -2.37, -3.09], [-0.87, -3.38, -3.98], [-0.56, -3.09, -5.31], [-0.56, -1.78, -5.77], [-0.85, -0.76, -4.87], [-0.89, 0.96, -5.12], [-1.44, -2.56, -2.06], [-0.86, -4.40, -3.64], [-0.32, -3.90, -5.99], [-0.33, -1.56, -6.80], [5.26, 2.50, 3.35], [5.18, 2.54, 1.85], [5.57, 3.68, 1.15], [5.51, 3.71, -0.24], [5.06, 2.59, -0.92], [4.67, 1.44, -0.24], [4.72, 1.43, 1.15], [4.95, 2.66, -2.69], [5.95, 3.58, -3.16], [4.94, 1.32, -3.18], [3.50, 3.36, -3.02], [2.28, 2.74, -2.47], [1.87, 3.29, -1.10], [0.89, 2.35, -0.36], [0.42, 2.75, 0.72], [0.65, 1.24, -0.93], [5.75, 3.40, 3.74], [5.81, 1.63, 3.68], [4.26, 2.44, 3.79], [5.92, 4.55, 1.69], [5.82, 4.58, -0.80], [4.32, 0.59, -0.80], [4.41, 0.55, 1.69], [3.54, 4.37, -2.94], [2.47, 1.67, -2.41], [1.46, 2.88, -3.18], [1.38, 4.26, -1.21], [2.73, 3.41, -0.44]],
  "total_charge": -1,
  "e_above_lowest_kcal_mol": 23.42,
  "s2": 0.759,
  "spin_multiplicity": 2
}

---

(6)
{
  "formula": "C21H32F6NO3P2Pr",
  "method": "ωB97M-V with the def2-TZVPD basis set",
  "species": ["C", "C", "N", "C", "C", "C", "C", "P", "Pr", "P", "C", "C", "C", "C", "C", "C", "C", "O", "O", "H", "H", "H", "C", "C", "H", "H", "H", "H", "C", "C", "H", "H", "H", "H", "H", "H", "H", "H", "H", "H", "H", "H", "H", "H", "H", "H", "H", "H", "H", "H", "H", "H", "C", "C", "O", "C", "F", "F", "F", "C", "F", "F", "F", "H", "H", "H"],
  "positions_angstrom": [[-0.51, 3.93, -2.16], [-0.52, 2.59, -1.83], [0.30, 2.15, -0.86], [1.21, 2.92, -0.23], [1.29, 4.27, -0.54], [0.41, 4.77, -1.51], [-1.43, 1.58, -2.56], [-1.98, 0.09, -1.66], [0.16, -0.12, -0.09], [2.61, 0.53, 0.70], [2.06, 2.29, 0.91], [0.41, -2.41, -0.11], [-0.67, -2.85, 0.64], [-0.69, -4.27, 0.81], [0.35, -5.02, 0.23], [1.42, -4.45, -0.51], [1.43, -3.05, -0.68], [-0.36, 0.17, -5.04], [0.78, -1.91, -3.75], [-1.23, 4.28, -2.92], [2.03, 4.89, 0.00], [0.44, 5.83, -1.77], [-3.23, 0.43, -0.42], [-2.39, -1.32, -2.68], [3.02, 2.81, 1.03], [1.48, 2.33, 1.86], [-0.94, 1.16, -3.50], [-2.41, 2.03, -2.79], [2.81, -0.25, 2.31], [4.03, 0.35, -0.36], [-1.43, -2.22, 1.06], [-1.51, -4.72, 1.39], [0.34, -6.11, 0.37], [2.23, -5.06, -0.94], [2.21, -2.51, -1.24], [1.04, -1.25, -2.97], [0.56, -2.76, -3.35], [0.00, -0.71, -4.74], [0.41, 0.64, -5.39], [1.26, -0.38, -2.14], [-4.13, 0.65, -1.01], [-3.39, -0.44, 0.26], [-2.95, 1.28, 0.25], [-3.27, -0.95, -3.23], [-1.53, -1.55, -3.34], [-2.60, -2.20, -2.03], [4.85, 0.81, 0.22], [4.18, -0.74, -0.55], [3.80, 0.85, -1.32], [3.70, 0.24, 2.75], [1.92, -0.15, 2.96], [2.96, -1.34, 2.17], [-0.37, 1.46, 3.69], [-1.16, 0.36, 3.03], [-0.91, 0.29, 1.70], [-0.92, -1.05, 3.67], [-0.92, -0.97, 5.02], [-1.85, -1.97, 3.29], [0.29, -1.57, 3.28], [-2.68, 0.70, 3.23], [-2.98, 0.75, 4.55], [-2.96, 1.92, 2.67], [-3.51, -0.19, 2.63], [0.72, 1.27, 3.60], [-0.67, 1.51, 4.74], [-0.60, 2.41, 3.18]],
  "energy_ev": -78876.707,
  "s2": 2.003,
  "spin_multiplicity": 3
}

---

(7)
{
  "formula": "C30H28BrF9N2SSc",
  "method": "ωB97M-V with the def2-TZVPD basis set",
  "species": ["Sc", "C", "C", "N", "C", "C", "C", "C", "N", "C", "C", "F", "C", "F", "C", "C", "F", "C", "F", "H", "H", "H", "H", "H", "H", "H", "H", "H", "H", "H", "H", "H", "H", "H", "F", "C", "C", "F", "C", "F", "C", "S", "C", "F", "C", "F", "C", "C", "C", "C", "C", "C", "H", "H", "H", "H", "H", "H", "H", "H", "H", "Br", "C", "C", "C", "C", "C", "C", "H", "H", "H", "H"],
  "positions_angstrom": [[-0.32, -0.15, 0.58], [0.27, -2.28, -2.57], [-1.03, -1.49, -2.57], [-0.85, -0.07, -2.22], [-0.02, 0.60, -3.25], [1.40, 0.90, -2.80], [-2.15, 0.61, -2.18], [-3.14, 0.09, -1.14], [-2.56, 0.01, 0.18], [-3.36, -0.32, 1.19], [-2.82, -0.27, 2.50], [-1.48, 0.10, 2.56], [-3.50, -0.57, 3.65], [-2.90, -0.47, 4.85], [-4.83, -0.99, 3.59], [-5.39, -1.08, 2.33], [-6.67, -1.52, 2.23], [-4.72, -0.75, 1.17], [-5.40, -0.92, 0.00], [0.05, -3.35, -2.55], [0.88, -2.08, -3.44], [0.85, -2.04, -1.67], [-1.52, -1.58, -3.55], [-1.69, -1.93, -1.82], [0.01, -0.02, -4.16], [-0.49, 1.55, -3.52], [1.94, 0.00, -2.53], [1.93, 1.40, -3.61], [1.39, 1.56, -1.93], [-1.96, 1.66, -1.98], [-2.65, 0.55, -3.17], [-4.00, 0.78, -1.14], [-3.52, -0.89, -1.47], [-5.38, -1.26, 4.47], [-0.53, 6.77, -0.60], [-0.20, 5.69, 0.14], [-0.62, 4.41, -0.23], [-1.37, 4.23, -1.33], [-0.25, 3.34, 0.55], [-0.67, 2.08, 0.16], [0.53, 3.42, 1.72], [0.94, 2.05, 2.61], [0.93, 4.74, 2.05], [1.69, 4.95, 3.14], [0.58, 5.83, 1.29], [1.00, 7.06, 1.64], [4.73, 1.71, -0.49], [4.46, 0.33, 0.13], [5.00, 0.30, 1.57], [5.13, -0.77, -0.69], [3.01, 0.09, 0.18], [1.81, -0.08, 0.22], [5.80, 1.91, -0.50], [4.23, 2.48, 0.09], [4.36, 1.75, -1.51], [6.06, 0.56, 1.59], [4.87, -0.69, 2.00], [4.45, 1.02, 2.19], [6.21, -0.61, -0.73], [4.74, -0.78, -1.71], [4.94, -1.74, -0.24], [-0.97, -7.15, 1.04], [-0.82, -5.24, 1.03], [-1.94, -4.48, 0.73], [-1.81, -3.10, 0.67], [-0.61, -2.41, 0.90], [0.48, -3.25, 1.22], [0.39, -4.64, 1.28], [-2.89, -4.95, 0.53], [-2.72, -2.57, 0.44], [1.46, -2.81, 1.41], [1.26, -5.23, 1.51]],
  "total_charge": -1,
  "e_above_lowest_kcal_mol": 20.11
}

---

(8)
{
  "formula": "C2H14NO3",
  "method": "ωB97M-V with the def2-TZVPD basis set",
  "species": ["C", "C", "N", "H", "H", "H", "H", "H", "H", "H", "H", "H", "H", "O", "H", "H", "O", "H", "H", "O"],
  "positions_angstrom": [[1.52, 1.57, 1.49], [1.20, 0.17, 0.98], [1.79, -0.02, -0.45], [0.98, 1.83, 2.29], [1.43, 2.35, 0.80], [2.68, 1.64, 1.74], [0.25, -0.33, 1.05], [1.92, -0.43, 1.63], [2.69, 0.32, -0.48], [1.79, -1.04, -0.58], [1.13, 0.35, -1.24], [-1.65, -2.47, -0.34], [-2.05, -0.92, 0.08], [-1.51, -1.53, -0.42], [-0.18, 0.04, -3.12], [-0.61, -0.93, -1.98], [0.20, -0.56, -2.46], [-3.51, 0.81, 0.98], [-2.28, 1.04, 1.82], [-2.61, 0.53, 1.08]],
  "total_charge": 1,
  "e_above_lowest_kcal_mol": 28.12
}

---

F_max
In order: 6.420; 5.162; 8.355; 2.662; 2.146; 3.687; 1.292; 4.891
Unit: eV/A